{"formula": "C2H4N2S2", "method": "wB97M-V/def2-TZVPD", "elements": ["C", "C", "H", "H", "H", "H", "N", "N", "S", "S"], "xyz": [[0.927, -0.283, 0.041], [-1.473, -0.156, -0.185], [1.914, 1.470, -0.152], [0.378, 1.627, 0.548], [-0.384, -1.770, 0.424], [-1.272, 0.833, -0.567], [0.978, 1.085, -0.082], [-0.323, -0.789, 0.203], [2.214, -1.240, -0.141], [-2.959, -0.777, -0.089]], "forces_ev_per_a": [[0.5, 1.2, -0.5], [0.2, -0.2, 0.4], [-0.2, -0.3, 0.0], [0.3, -0.3, -0.5], [0.0, -0.2, 0.0], [-0.1, 0.2, -0.2], [-0.1, 0.4, 0.7], [-1.3, -0.1, 0.1], [0.9, -0.7, 0.1], [-0.1, -0.1, 0.0]], "nbo_charge": [0.23, -0.11, 0.41, 0.39, 0.43, 0.20, -0.81, -0.60, -0.12, -0.03], "largest_force_ha_per_bohr": 0.0267, "e_above_lowest_kcal_mol": 9.6, "mol_weight_g_mol": 120.20, "e_tot_ev": -26789.5971, "spin_multiplicity": 1, "e_lumo_ev": -0.52, "smiles": "NC(=S)NC=S", "gap_ev": 8.5}